(1)
283
Properties=species:S:1:pos:R:3 method="wB97M-V/def2-TZVPD" lumo_energy_ev=0.6 homo_energy_ev=-7.5 energy_ev=-175283.4440
C 2.810 -3.695 -2.756
O 3.602 -3.958 -1.574
P 5.076 -4.604 -1.757
O 5.808 -4.764 -0.468
O 4.985 -5.925 -2.696
C 4.191 -7.092 -2.234
O 5.679 -3.620 -2.920
C 7.051 -3.815 -3.164
H 3.000 -2.691 -3.095
H 1.707 -3.759 -2.599
H 3.078 -4.412 -3.540
H 3.797 -6.838 -1.222
H 4.829 -8.002 -2.275
H 3.327 -7.238 -2.856
H 7.285 -3.441 -4.132
H 7.308 -4.901 -3.154
H 7.665 -3.300 -2.444
C -2.943 -2.742 3.290
O -4.255 -2.343 3.699
P -4.712 -0.887 3.285
O -4.807 -0.586 1.858
O -3.738 0.041 4.086
C -3.636 1.486 3.840
O -6.096 -0.628 4.021
C -7.298 -1.104 3.512
H -2.662 -3.677 3.857
H -2.301 -1.980 3.622
H -2.868 -2.871 2.177
H -3.065 1.764 4.715
H -4.562 1.944 3.858
H -3.109 1.636 2.884
H -8.108 -0.654 4.060
H -7.441 -2.195 3.495
H -7.346 -0.707 2.441
C -5.380 -6.472 2.347
O -4.034 -6.027 1.853
P -3.871 -5.549 0.390
O -2.515 -5.047 0.122
O -5.062 -4.513 0.238
C -4.916 -3.218 -0.436
O -4.353 -6.825 -0.427
C -4.200 -6.853 -1.856
H -5.130 -7.002 3.254
H -5.897 -7.074 1.681
H -6.011 -5.641 2.566
H -3.843 -3.006 -0.542
H -5.318 -2.463 0.193
H -5.502 -3.282 -1.352
H -5.214 -6.953 -2.276
H -3.484 -7.676 -2.180
H -3.747 -5.875 -2.165
C 1.036 -0.419 -1.491
O 0.308 0.676 -0.924
P -0.322 0.558 0.560
O -0.950 -0.787 0.791
O 0.983 0.780 1.443
C 0.943 0.225 2.782
O -1.134 1.854 0.599
C -2.500 1.852 0.183
H 1.910 -0.562 -0.879
H 1.306 -0.168 -2.523
H 0.381 -1.350 -1.498
H 1.949 0.185 3.189
H 0.584 -0.824 2.711
H 0.246 0.794 3.423
H -2.518 1.803 -0.892
H -2.850 2.844 0.506
H -2.987 1.021 0.686
C 1.412 4.888 6.891
O 1.346 4.732 5.407
P 0.144 5.253 4.505
O -1.085 4.461 4.588
O 0.053 6.705 5.016
C -1.132 7.482 4.792
O 0.670 5.316 3.021
C 0.228 4.262 2.130
H 2.144 5.671 7.083
H 1.686 3.950 7.401
H 0.406 5.177 7.262
H -1.814 7.154 3.963
H -0.782 8.514 4.665
H -1.658 7.444 5.796
H -0.788 3.944 2.237
H 0.888 3.410 2.281
H 0.310 4.762 1.092
C -5.062 -0.005 7.096
C -3.760 0.544 7.626
N -2.571 0.208 6.850
C -2.370 -1.266 6.832
C -1.032 -1.649 6.196
C -1.470 0.923 7.401
C -1.657 2.462 7.445
H -5.882 0.467 7.641
H -5.214 -1.080 7.231
H -5.112 0.176 6.056
H -3.791 1.611 7.438
H -3.640 0.394 8.750
H -2.395 -1.672 7.885
H -3.293 -1.716 6.339
H -0.098 -1.342 6.726
H -0.958 -2.745 6.002
H -0.953 -1.243 5.141
H -0.519 0.803 6.791
H -1.305 0.553 8.450
H -2.035 2.732 6.430
H -0.666 2.931 7.560
H -2.302 2.817 8.221
C -1.263 5.443 -1.991
C -1.901 6.172 -0.787
N -2.831 5.448 0.028
C -3.211 6.225 1.203
C -4.282 5.505 2.036
C -3.925 4.881 -0.701
C -4.832 5.855 -1.497
H -0.520 6.092 -2.432
H -2.001 5.100 -2.656
H -0.728 4.570 -1.636
H -1.077 6.480 -0.088
H -2.336 7.052 -1.245
H -3.511 7.251 0.947
H -2.322 6.373 1.836
H -5.177 5.352 1.490
H -4.520 6.169 2.908
H -3.960 4.550 2.380
H -3.504 4.154 -1.338
H -4.590 4.324 -0.057
H -4.387 6.390 -2.330
H -5.765 5.345 -1.802
H -5.086 6.613 -0.720
C 5.077 3.458 -0.801
C 4.628 1.990 -0.445
N 5.588 1.079 -1.058
C 6.863 0.961 -0.381
C 8.040 0.548 -1.298
C 4.956 -0.232 -1.315
C 4.401 -0.935 -0.044
H 6.095 3.629 -0.463
H 4.354 4.189 -0.400
H 4.994 3.700 -1.859
H 4.507 1.956 0.646
H 3.676 1.788 -0.845
H 7.193 1.867 0.052
H 6.748 0.200 0.401
H 7.825 -0.213 -2.066
H 8.433 1.395 -1.785
H 8.839 0.201 -0.654
H 5.634 -0.892 -1.817
H 4.134 -0.042 -1.974
H 5.086 -0.983 0.771
H 3.945 -1.880 -0.259
H 3.684 -0.267 0.355
C 4.343 3.567 3.351
C 3.311 2.494 3.566
N 3.694 1.283 4.266
C 3.673 1.363 5.713
C 2.273 1.023 6.227
C 4.777 0.473 3.670
C 4.751 -0.930 4.114
H 4.809 3.776 4.261
H 3.952 4.481 2.927
H 5.123 3.135 2.663
H 2.506 2.946 4.150
H 2.896 2.216 2.615
H 4.488 0.700 6.118
H 3.915 2.337 6.146
H 2.158 1.022 7.292
H 1.596 1.752 5.781
H 1.959 0.012 5.914
H 5.725 0.976 3.831
H 4.582 0.471 2.580
H 5.397 -1.623 3.512
H 3.692 -1.271 3.926
H 5.039 -0.987 5.167
C 8.648 -1.001 -6.675
C 7.225 -1.011 -7.402
N 6.461 0.064 -7.021
C 6.871 1.316 -7.663
C 6.599 2.491 -6.688
C 4.985 -0.090 -7.152
C 4.437 -1.186 -6.242
H 8.478 -1.105 -5.620
H 9.043 0.003 -6.807
H 9.344 -1.705 -7.021
H 7.336 -0.981 -8.501
H 6.722 -1.967 -7.120
H 7.914 1.322 -7.886
H 6.262 1.348 -8.565
H 7.020 2.361 -5.735
H 6.899 3.387 -7.112
H 5.541 2.613 -6.554
H 4.767 -0.299 -8.167
H 4.467 0.850 -6.960
H 4.530 -0.848 -5.186
H 4.859 -2.153 -6.485
H 3.337 -1.370 -6.432
C -9.458 2.447 -1.659
C -8.048 2.993 -1.517
N -7.341 2.742 -0.251
C -8.030 3.389 0.878
C -7.516 3.131 2.250
C -7.185 1.325 0.019
C -6.265 0.703 -1.045
H -9.825 2.637 -2.672
H -10.037 2.759 -0.827
H -9.384 1.371 -1.548
H -7.413 2.677 -2.334
H -8.092 4.069 -1.729
H -9.132 3.205 0.948
H -7.991 4.461 0.613
H -7.916 2.194 2.618
H -7.768 3.964 2.896
H -6.387 3.025 2.272
H -6.761 1.147 1.020
H -8.182 0.884 -0.025
H -5.703 -0.087 -0.582
H -6.806 0.427 -1.961
H -5.562 1.511 -1.332
C 0.195 -3.947 0.700
C -0.110 -5.250 1.505
N 1.004 -5.578 2.357
C 1.106 -7.029 2.598
C 1.710 -7.704 1.392
C 0.997 -4.725 3.568
C 2.324 -4.645 4.399
H 1.233 -4.058 0.333
H 0.121 -2.973 1.217
H -0.418 -4.028 -0.182
H -1.056 -5.117 2.028
H -0.439 -6.096 0.901
H 1.664 -7.212 3.482
H 0.122 -7.441 2.773
H 1.241 -7.371 0.504
H 2.791 -7.577 1.352
H 1.576 -8.770 1.590
H 0.151 -5.052 4.176
H 0.751 -3.699 3.266
H 2.738 -5.586 4.695
H 2.108 -4.113 5.360
H 3.147 -4.098 3.877
C -2.150 -2.138 -3.700
C -0.749 -2.635 -3.953
N -0.517 -3.011 -5.329
C -0.141 -1.804 -6.128
C -0.422 -1.886 -7.589
C 0.432 -4.115 -5.490
C -0.063 -5.460 -4.957
H -2.236 -1.438 -2.881
H -2.923 -2.911 -3.556
H -2.590 -1.565 -4.602
H -0.080 -1.837 -3.640
H -0.556 -3.471 -3.289
H -0.777 -0.988 -5.739
H 0.841 -1.368 -5.898
H 0.028 -2.712 -8.097
H -1.532 -1.907 -7.699
H -0.012 -0.991 -8.009
H 1.338 -3.957 -4.864
H 0.910 -4.190 -6.484
H 0.761 -6.179 -5.139
H -0.975 -5.724 -5.450
H -0.284 -5.378 -3.883
C -1.353 1.315 -3.836
C -0.095 2.106 -4.226
N 0.670 1.473 -5.262
C 2.070 1.820 -5.220
C 2.893 1.205 -4.152
C 0.109 1.781 -6.642
C 0.268 3.141 -7.296
H -2.171 1.505 -4.563
H -1.757 1.635 -2.868
H -1.114 0.251 -3.777
H -0.416 3.125 -4.526
H 0.518 2.125 -3.333
H 2.438 1.496 -6.185
H 2.148 2.917 -5.148
H 2.550 1.635 -3.144
H 2.776 0.132 -3.959
H 3.942 1.442 -4.175
H -0.932 1.546 -6.700
H 0.575 1.075 -7.278
H 1.330 3.358 -7.451
H -0.191 4.027 -6.729
H -0.191 3.060 -8.317

---

(2)
153
Properties=species:S:1:pos:R:3 method="wB97M-V/def2-TZVPD" lumo_energy_ev="-2.4 / -3.5" homo_energy_ev="-8.7 / -8.7" energy_ev=-137007.4432 total_charge=+1 s2=6.0608 spin_multiplicity=5
Ir -0.297 0.343 0.108
O 2.608 -0.974 -0.344
S 2.068 0.376 -0.018
C 2.920 0.853 1.522
C 4.151 1.456 1.391
C 5.120 1.490 2.414
C 4.846 0.828 3.570
C 5.706 0.561 4.782
C 4.781 -0.207 5.761
C 3.473 -0.353 5.017
C 2.301 -0.942 5.392
C 1.207 -0.818 4.518
C 1.263 -0.213 3.277
P -0.365 0.079 2.494
C -1.335 -1.484 2.552
C -2.693 -1.289 2.536
C -3.629 -2.315 2.345
C -3.165 -3.645 2.189
C -1.845 -3.915 2.218
C -0.765 -2.873 2.361
C -1.130 1.065 3.842
C -1.916 0.519 4.857
C -2.393 1.322 5.883
C -2.090 2.677 5.913
C -1.297 3.226 4.916
C -0.821 2.419 3.891
C 2.518 0.301 2.800
C 3.564 0.261 3.750
C 2.839 1.422 -1.236
C 4.012 0.895 -1.728
C 4.844 1.592 -2.624
C 4.475 2.856 -2.984
C 5.148 3.870 -3.880
C 4.205 5.104 -3.860
C 3.024 4.667 -3.024
C 1.856 5.296 -2.708
C 0.896 4.581 -1.964
C 1.067 3.292 -1.491
P -0.450 2.450 -0.876
C -1.458 2.092 -2.480
C -2.891 1.716 -2.008
C -3.772 1.395 -3.190
C -3.628 2.105 -4.307
C -2.624 3.176 -4.353
C -1.615 3.222 -3.479
C -1.162 3.889 0.017
C -2.297 4.604 -0.352
C -2.664 5.751 0.345
C -1.886 6.209 1.398
C -0.721 5.531 1.737
C -0.365 4.383 1.047
C 2.338 2.673 -1.699
C 3.247 3.373 -2.520
H 4.416 1.910 0.451
H 6.072 1.980 2.238
H 6.083 1.489 5.214
H 6.577 -0.032 4.503
H 4.631 0.343 6.691
H 5.188 -1.181 6.032
H 2.182 -1.432 6.351
H 0.243 -1.180 4.865
H -3.062 -0.283 2.684
H -4.690 -2.092 2.326
H -3.876 -4.456 2.080
H -1.531 -4.951 2.160
H -0.166 -3.124 3.247
H -2.175 -0.533 4.847
H -3.008 0.887 6.663
H -2.473 3.300 6.713
H -1.056 4.283 4.927
H -0.204 2.841 3.116
H 4.303 -0.092 -1.386
H 5.755 1.129 -2.985
H 5.260 3.470 -4.889
H 6.150 4.110 -3.525
H 3.891 5.395 -4.862
H 4.690 5.976 -3.418
H 1.635 6.304 -3.042
H -0.047 5.080 -1.781
H -3.339 2.593 -1.531
H -4.563 0.658 -3.091
H -4.259 1.932 -5.173
H -2.706 3.932 -5.127
H -0.864 3.998 -3.547
H -2.888 4.305 -1.207
H -3.553 6.297 0.048
H -2.172 7.106 1.937
H -0.082 5.905 2.531
H 0.572 3.884 1.278
C 0.826 1.962 -4.810
C 0.036 0.715 -4.367
C 1.054 -0.420 -4.123
C -0.704 0.913 -3.055
C -0.916 0.224 -5.477
C -1.893 -0.724 -5.182
C -2.716 -1.248 -6.167
C -2.579 -0.828 -7.485
C -1.606 0.109 -7.798
C -0.778 0.626 -6.804
H 1.326 2.422 -3.954
H 0.189 2.709 -5.281
H 1.603 1.675 -5.526
H 1.703 -0.193 -3.268
H 1.679 -0.561 -5.009
H 0.539 -1.368 -3.933
H -0.760 0.023 -2.422
H -2.020 -1.063 -4.158
H -3.466 -1.987 -5.905
H -3.220 -1.233 -8.260
H -1.480 0.442 -8.823
H -0.026 1.354 -7.084
C -5.234 0.368 -0.479
Sb -3.045 0.376 -0.321
C -3.185 -1.735 -0.938
C -3.434 1.826 1.295
H -5.647 -0.022 0.459
H -5.593 -0.262 -1.298
H -5.604 1.388 -0.617
H -4.231 -2.030 -0.858
H -2.573 -2.364 -0.298
H -2.857 -1.807 -1.980
H -4.015 2.632 0.841
H -2.506 2.207 1.710
H -4.042 1.359 2.074
C -0.917 -9.026 3.830
C -0.756 -7.724 3.038
S 0.982 -7.411 2.784
O 1.443 -8.264 1.721
O 1.626 -7.415 4.071
C 1.065 -5.718 2.221
C 0.547 -5.581 0.790
N 0.157 -4.216 0.372
C 0.281 -2.949 1.168
N -0.055 -1.898 0.164
C -0.195 -2.460 -0.983
C -0.083 -3.861 -0.900
N -0.289 -4.728 -2.002
O -0.476 -4.190 -3.085
O -0.315 -5.932 -1.798
C 1.734 -2.848 1.674
H -1.973 -9.222 4.004
H -0.410 -8.955 4.790
H -0.496 -9.868 3.280
H -1.154 -6.864 3.580
H -1.209 -7.794 2.047
H 2.125 -5.483 2.322
H 0.512 -5.149 2.971
H -0.309 -6.235 0.637
H 1.306 -5.944 0.105
H -0.411 -1.923 -1.894
H 2.381 -3.478 1.064
H 1.818 -3.141 2.720
H 2.107 -1.849 1.555